No. 1
Entry from the OMol25 dataset: a cluster of 2 separate species, C3H10N2O in total at a distorted geometry (wB97M-V/def2-TZVPD).

Bonds (Å) are listed after each position.
Positions of all 16 atoms, in Å:
1 H -1.0696 0.3982 -1.4965  N2 1.022
2 N -0.9633 -0.1684 -0.6520  H1 1.022, C3 1.280
3 C -0.0049 0.3465 0.0215  N2 1.280, N4 1.410, H7 1.083
4 N 0.6978 -0.4890 0.9135  C3 1.410, C5 1.442, H8 1.008
5 C 2.1007 -0.7846 0.7553  N4 1.442, C6 1.540, H9 1.098, H10 1.080
6 C 3.0050 -0.1733 1.8413  C5 1.540, H11 1.098, H12 1.106, H13 1.082
7 H 0.3328 1.3751 0.0095  C3 1.083
8 H 0.0520 -1.0853 1.4079  N4 1.008
9 H 2.1789 -1.8743 0.8652  C5 1.098
10 H 2.5260 -0.4633 -0.1844  C5 1.080
11 H 2.8852 -0.6948 2.7999  C6 1.098
12 H 4.0629 -0.4121 1.6217  C6 1.106
13 H 3.0498 0.9062 1.8921  C6 1.082
14 O -6.7119 1.1452 -3.3485  H15 0.978, H16 0.968
15 H -5.9074 1.0816 -3.9014  O14 0.978
16 H -6.2338 0.8923 -2.5452  O14 0.968

Values from the calculation:
**Kohn-Sham gap**: 9.51 eV
**ΔE to the lowest compared entry with this formula, charge and spin**: 48.0 kcal per mole
**SMILES string**: [H]/N=C/NCC.O
**Calculated total energy**: -8299.42065 eV
**Net charge**: 0

***

No. 2
Entry from the OMol25 dataset: a cluster of 2 separate species, C3H10N2O in total at a distorted geometry (wB97M-V/def2-TZVPD).

Bonds (Å) are listed after each position.
Positions of all 16 atoms, in Å:
1 N -0.5902 0.3327 -2.7665  C2 1.459, H4 1.024, H5 1.023
2 C -0.7415 -1.1011 -2.9903  N1 1.459, O3 1.202, H6 1.034
3 O 0.1631 -1.8771 -2.8369  C2 1.202
4 H -1.1852 0.4943 -1.9495  N1 1.024
5 H 0.2823 0.8660 -2.7648  N1 1.023
6 H -1.7598 -1.2350 -3.1088  C2 1.034
7 C 1.1822 0.5396 2.3428  C8 1.520, H10 1.099, H11 1.109, H12 1.163
8 C -0.2069 0.4465 1.7325  C7 1.520, N9 1.482, H13 1.138, H14 1.052
9 N -0.3781 -0.3114 0.4701  C8 1.482, H15 1.012, H16 1.014
10 H 1.6164 -0.4683 2.2948  C7 1.099
11 H 1.1932 0.9954 3.3542  C7 1.109
12 H 1.8184 1.2953 1.7294  C7 1.163
13 H -0.5843 1.5166 1.6438  C8 1.138
14 H -0.8425 0.0386 2.4652  C8 1.052
15 H -0.2940 -1.3056 0.6379  N9 1.012
16 H 0.3270 -0.2264 -0.2536  N9 1.014

Values from the calculation:
**Kohn-Sham gap**: 10.54 eV
**ΔE to the lowest compared entry with this formula, charge and spin**: 36.3 kcal per mole
**SMILES string**: NC=O.CCN
**Calculated total energy**: -8299.92895 eV
**Net charge**: 0

***

No. 3
Entry from the OMol25 dataset: a cluster of 2 separate species, C3H10N2O in total at a distorted geometry (wB97M-V/def2-TZVPD).

Bonds (Å) are listed after each position.
Positions of all 16 atoms, in Å:
1 H 2.6352 1.0839 -0.5935  N2 1.017
2 N 1.8678 0.7900 0.0058  H1 1.017, C3 1.282
3 C 0.8488 0.6681 -0.7634  N2 1.282, N4 1.362, H7 1.094
4 N -0.4233 0.5619 -0.2892  C3 1.362, C5 1.460, H8 1.012
5 C -1.4909 -0.0360 -1.0863  N4 1.460, C6 1.516, H9 1.098, H10 1.096
6 C -2.7121 -0.2000 -0.2038  C5 1.516, H11 1.097, H12 1.092, H13 1.089
7 H 0.8223 0.6557 -1.8572  C3 1.094
8 H -0.4165 0.3387 0.6974  N4 1.012
9 H -1.0884 -0.9800 -1.4768  C5 1.098
10 H -1.9060 0.5063 -1.9442  C5 1.096
11 H -2.5957 -0.9189 0.6165  C6 1.097
12 H -3.4913 -0.7009 -0.7825  C6 1.092
13 H -3.1312 0.7579 0.0998  C6 1.089
14 O 1.9952 -1.3223 1.9914  H15 0.969, H16 0.962
15 H 2.0210 -0.6022 1.3436  O14 0.969
16 H 1.0407 -1.4045 2.0766  O14 0.962

Values from the calculation:
**Kohn-Sham gap**: 10.22 eV
**ΔE to the lowest compared entry with this formula, charge and spin**: 24.3 kcal per mole
**SMILES string**: [H]/N=C/NCC.O
**Calculated total energy**: -8300.44909 eV
**Net charge**: 0

***

No. 4
Entry from the OMol25 dataset: a cluster of 2 separate species, C3H10N2O in total at a distorted geometry (wB97M-V/def2-TZVPD).

Bonds (Å) are listed after each position.
Positions of all 16 atoms, in Å:
1 C 0.5259 -1.9271 -1.4521  C2 1.307, H4 1.085, H5 1.075
2 C -0.0731 -0.9271 -2.0422  C1 1.307, O3 1.401, H6 1.086
3 O -0.9900 -1.2096 -3.0627  C2 1.401, H7 0.967
4 H 1.0602 -1.7750 -0.5200  C1 1.085
5 H 0.2742 -2.9479 -1.6757  C1 1.075
6 H -0.0207 0.1445 -1.8735  C2 1.086
7 H -0.6196 -0.8548 -3.8827  O3 0.967
8 N -1.0421 0.1513 1.6923  C9 1.450, H11 1.017, H12 1.015
9 C 0.2934 0.6948 1.8410  N8 1.450, N10 1.472, H13 1.091, H14 1.089
10 N 0.4037 2.1139 1.4673  C9 1.472, H15 1.008, H16 1.009
11 H -1.6535 0.7945 2.1893  N8 1.017
12 H -1.3663 0.2226 0.7327  N8 1.015
13 H 0.5448 0.6174 2.9000  C9 1.091
14 H 1.0161 0.1018 1.2826  C9 1.089
15 H 1.1696 2.5722 1.9363  N10 1.008
16 H 0.4771 2.2286 0.4676  N10 1.009

Values from the calculation:
**Kohn-Sham gap**: 10.19 eV
**ΔE to the lowest compared entry with this formula, charge and spin**: 46.7 kcal per mole
**SMILES string**: C=CO.NCN
**Calculated total energy**: -8299.47873 eV
**Net charge**: 0

***

No. 5
Entry from the OMol25 dataset: a cluster of 2 separate species, C3H10N2O in total at a distorted geometry (wB97M-V/def2-TZVPD).

Bonds (Å) are listed after each position.
Positions of all 16 atoms, in Å:
1 C -1.1675 -1.3848 -0.5474  N2 1.257, H4 1.106, H5 1.087
2 N -1.7328 -0.9477 0.4871  C1 1.257, C3 1.439
3 C -2.4800 0.2744 0.3497  N2 1.439, H6 1.101, H7 1.088, H8 1.095
4 H -1.5255 -1.0551 -1.5401  C1 1.106
5 H -0.4175 -2.1683 -0.6137  C1 1.087
6 H -2.8728 0.4069 -0.6701  C3 1.101
7 H -1.9331 1.1674 0.6442  C3 1.088
8 H -3.4041 0.2212 0.9347  C3 1.095
9 N 2.3940 -0.4343 0.0127  C10 1.428, H12 1.005, H13 1.005
10 C 1.8387 0.8754 -0.1164  N9 1.428, O11 1.411, H14 1.091, H15 1.089
11 O 1.3253 1.2897 1.1309  C10 1.411, H16 0.971
12 H 2.5795 -0.8733 -0.8719  N9 1.005
13 H 3.1099 -0.5521 0.7086  N9 1.005
14 H 2.5299 1.6757 -0.3840  C10 1.091
15 H 1.0746 0.9014 -0.8914  C10 1.089
16 H 0.6812 0.6033 1.3671  O11 0.971

Values from the calculation:
**Kohn-Sham gap**: 10.40 eV
**ΔE to the lowest compared entry with this formula, charge and spin**: 49.0 kcal per mole
**SMILES string**: C=NC.NCO
**Calculated total energy**: -8299.37884 eV
**Net charge**: 0

***

No. 6
Entry from the OMol25 dataset: a cluster of 2 separate species, C3H10N2O in total at a distorted geometry (wB97M-V/def2-TZVPD).

Bonds (Å) are listed after each position.
Positions of all 16 atoms, in Å:
1 N 1.8057 0.6934 -0.7430  C2 1.367, H4 1.013, H5 1.001
2 C 2.5978 1.1800 0.2597  N1 1.367, O3 1.221, H6 1.101
3 O 2.3241 1.1386 1.4493  C2 1.221
4 H 1.6419 -0.2921 -0.5743  N1 1.013
5 H 2.0293 1.0612 -1.6469  N1 1.001
6 H 3.4280 1.8728 0.0506  C2 1.101
7 C -3.2552 -0.7268 0.0917  C8 1.528, H10 1.095, H11 1.092, H12 1.095
8 C -2.0621 -1.1856 -0.7452  C7 1.528, N9 1.466, H13 1.095, H14 1.091
9 N -0.7668 -0.8948 -0.1237  C8 1.466, H15 1.012, H16 1.006
10 H -3.3159 -1.1621 1.0951  C7 1.095
11 H -4.2333 -0.9366 -0.3462  C7 1.092
12 H -3.1623 0.3376 0.3318  C7 1.095
13 H -2.1089 -0.6094 -1.6757  C8 1.095
14 H -2.1037 -2.2638 -0.9073  C8 1.091
15 H -0.8205 -1.3190 0.7935  N9 1.012
16 H -0.6028 0.0904 0.0002  N9 1.006

Values from the calculation:
**Kohn-Sham gap**: 10.34 eV
**ΔE to the lowest compared entry with this formula, charge and spin**: 23.6 kcal per mole
**SMILES string**: NC=O.CCN
**Calculated total energy**: -8300.48074 eV
**Net charge**: 0

***

No. 7
Entry from the OMol25 dataset: a cluster of 2 separate species, C3H10N2O in total at a distorted geometry (wB97M-V/def2-TZVPD).

Bonds (Å) are listed after each position.
Positions of all 16 atoms, in Å:
1 N 1.2043 0.8197 -2.3618  C2 1.376, H4 1.018, H5 1.015
2 C 1.7875 -0.4245 -2.2867  N1 1.376, O3 1.198, H6 1.111
3 O 1.8099 -1.1892 -1.3647  C2 1.198
4 H 0.4823 1.0744 -1.6902  N1 1.018
5 H 0.8772 1.0796 -3.2874  N1 1.015
6 H 2.4675 -0.5323 -3.1581  C2 1.111
7 C -1.7065 0.2560 2.0839  C8 1.525, H10 1.095, H11 1.095, H12 1.091
8 C -0.9151 -0.1091 0.8320  C7 1.525, N9 1.482, H13 1.104, H14 1.087
9 N 0.4980 -0.2459 1.2567  C8 1.482, H15 1.013, H16 1.016
10 H -1.4240 -0.5084 2.8147  C7 1.095
11 H -2.7903 0.3497 1.9565  C7 1.095
12 H -1.5017 1.2542 2.4738  C7 1.091
13 H -1.0320 0.6716 0.0604  C8 1.104
14 H -1.3710 -1.0179 0.4461  C8 1.087
15 H 1.1573 -0.3353 0.4922  N9 1.013
16 H 0.4567 -1.1425 1.7327  N9 1.016

Values from the calculation:
**Kohn-Sham gap**: 9.87 eV
**ΔE to the lowest compared entry with this formula, charge and spin**: 20.1 kcal per mole
**SMILES string**: NC=O.CCN
**Calculated total energy**: -8300.63355 eV
**Net charge**: 0

***

No. 8
Entry from the OMol25 dataset: an isolated molecule of C3H10N2O at a distorted geometry (wB97M-V/def2-TZVPD).

Bonds (Å) are listed after each position.
Positions of all 16 atoms, in Å:
1 N -0.6183 -1.7928 1.1164  C2 1.448, H7 1.002, H8 0.999
2 C -0.9875 -0.4936 0.5947  N1 1.448, C3 1.575, H9 1.103, H10 1.108
3 C 0.2797 0.3391 0.1677  C2 1.575, N4 1.465, C5 1.519, H11 1.092
4 N -0.0916 1.7551 0.2110  C3 1.465, H12 1.008, H13 1.006
5 C 0.6745 -0.0028 -1.2588  C3 1.519, O6 1.441, H14 1.150, H15 1.098
6 O 1.9183 0.6718 -1.5337  C5 1.441, H16 0.970
7 H 0.3684 -1.9484 1.1892  N1 1.002
8 H -1.1777 -2.6158 1.0292  N1 0.999
9 H -1.6323 -0.5993 -0.2944  C2 1.103
10 H -1.4365 0.0598 1.4429  C2 1.108
11 H 1.0865 -0.0774 0.7748  C3 1.092
12 H -0.0234 2.3080 1.0507  N4 1.008
13 H -1.0197 1.8395 -0.1683  N4 1.006
14 H -0.0572 0.2315 -2.1149  C5 1.150
15 H 0.8383 -1.0878 -1.2972  C5 1.098
16 H 1.8786 1.4131 -0.9095  O6 0.970

Values from the calculation:
**Kohn-Sham gap**: 10.01 eV
**ΔE to the lowest compared entry with this formula, charge and spin**: 37.8 kcal per mole
**SMILES string**: NC[C@H](N)CO
**Calculated total energy**: -8299.86576 eV
**Net charge**: 0